Record 1
Below is a 8-piece molecular cluster, C7H28BF4O7 overall at a distorted geometry, with properties calculated with ωB97M-V with the def2-TZVPD basis set.

```
47
Properties=species:S:1:pos:R:3:mulliken_charge:R:1
B 16.346 7.460 -16.142 0.78
F 16.370 6.818 -17.383 -0.49
F 17.136 8.624 -16.064 -0.05
F 15.014 7.853 -15.955 -0.49
F 16.678 6.569 -15.122 -0.66
C 18.666 8.394 -12.493 -0.77
O 17.863 9.405 -13.106 -0.51
H 18.199 8.107 -11.547 0.30
H 18.983 7.576 -13.136 0.31
H 19.565 8.881 -12.099 0.29
H 17.596 9.056 -13.964 0.29
C 14.954 11.083 -14.663 -0.10
O 13.932 11.942 -14.146 -0.57
H 14.881 11.118 -15.750 0.10
H 15.947 11.334 -14.285 0.21
H 14.730 10.074 -14.322 0.04
H 13.993 12.774 -14.621 0.30
C 15.408 9.919 -18.270 -0.57
O 16.006 8.919 -19.042 -0.66
H 16.126 10.300 -17.538 0.12
H 15.107 10.821 -18.810 0.40
H 14.487 9.670 -17.734 0.21
H 16.189 8.150 -18.481 0.47
C 15.550 3.586 -16.828 -0.75
O 15.392 4.600 -15.854 -0.29
H 16.621 3.435 -16.990 0.29
H 15.111 2.625 -16.552 0.24
H 15.042 3.904 -17.745 0.23
H 16.111 5.243 -15.999 0.31
C 19.928 9.520 -17.135 -0.71
O 18.894 10.338 -16.629 -0.63
H 20.481 9.120 -16.276 0.25
H 19.636 8.595 -17.643 0.24
H 20.640 10.021 -17.790 0.30
H 18.169 9.745 -16.341 0.66
C 12.606 6.091 -16.958 -0.53
O 12.640 6.013 -15.530 -0.41
H 12.246 5.193 -17.465 0.24
H 11.777 6.776 -17.174 0.35
H 13.538 6.455 -17.389 0.03
H 12.282 6.870 -15.291 0.29
C 15.646 6.471 -12.469 -0.43
O 14.743 6.332 -13.575 -0.35
H 15.838 5.506 -11.999 0.31
H 16.588 6.889 -12.815 -0.02
H 15.201 7.118 -11.707 0.25
H 14.965 7.076 -14.133 0.16
```

The total charge is -1. The frontier orbital gap comes out at 9.425 eV. Its LUMO energy is 0.11062 Eh. The energy above the lowest of the compared OMol25 structures with the same formula, charge and spin is 0.0 kJ/mol.



Record 2
Below is a 4-piece molecular cluster, C5H14NO overall at a distorted geometry, with properties calculated with ωB97M-V with the def2-TZVPD basis set.

```
21
Properties=species:S:1:pos:R:3:mulliken_charge:R:1
C -1.051 1.071 0.301 -0.12
C 0.307 0.822 -0.305 -0.54
C 1.483 1.229 0.522 -0.04
C 1.997 0.349 1.494 -0.18
C 1.574 -0.943 1.666 -0.45
N -0.674 -0.996 -2.726 -0.57
H -0.906 0.935 1.505 -0.48
H -1.677 0.218 0.087 0.32
H -1.409 2.095 0.232 0.37
H 0.412 1.251 -1.303 0.42
H 0.465 -0.243 -0.535 0.35
H -0.892 0.759 2.357 0.60
H 1.753 2.273 0.746 0.37
H 2.772 0.642 2.184 0.37
H 1.155 -1.468 0.803 0.28
H 1.747 -1.442 2.613 0.32
H -0.497 -1.719 -3.400 0.19
H -0.860 -0.121 -3.189 0.19
H -2.340 -2.207 -0.649 0.23
H -1.325 -1.192 -1.914 0.29
O -2.034 -1.310 -0.491 -0.93
```

The total charge is +1. The frontier orbital gap comes out at 3.716 eV. Its LUMO energy is -0.28401 Eh. The energy above the lowest of the compared OMol25 structures with the same formula, charge and spin is 1100.9 kJ/mol.



Record 3
Below is C6H8IrN2O12 as an isolated structure at a distorted geometry, with properties calculated with ωB97M-V with the def2-TZVPD basis set.

```
29
Properties=species:S:1:pos:R:3:mulliken_charge:R:1
Ir -0.401 -0.642 -0.466 1.78
O 0.255 3.587 1.034 -0.50
C -0.159 2.338 0.856 0.80
O 0.588 1.412 0.631 -0.54
C -1.656 2.182 0.981 -0.69
O -2.005 0.811 1.005 -0.39
C -1.814 0.223 2.305 -0.50
C -0.528 -0.537 2.472 0.70
O -0.010 -0.663 3.554 -0.64
O -0.085 -1.209 1.418 -0.73
H 1.214 3.598 0.886 0.38
H -2.121 2.645 0.115 0.40
H -2.000 2.700 1.878 0.48
H -2.636 -0.482 2.443 0.34
H -1.892 0.985 3.079 0.35
O 3.449 0.144 -2.454 -0.46
C 2.379 0.073 -1.971 0.66
O 1.327 0.599 -1.691 -0.47
C 2.079 -1.847 -1.284 0.47
O 3.032 -2.520 -1.430 -0.41
O 0.902 -2.014 -0.844 -0.72
O -1.946 1.056 -3.674 -0.63
N -1.571 0.679 -2.602 1.13
O -1.031 -0.504 -2.465 -0.71
O -1.645 1.330 -1.541 -0.56
N -1.569 -2.246 -0.546 -0.60
H -1.167 -2.929 0.099 0.40
H -1.542 -2.623 -1.493 0.37
H -2.540 -2.076 -0.299 0.30
```

As for the multiplicity: 2. The frontier orbital gap (alpha / beta) comes out at 8.145 / 7.731 eV. Its LUMO energy (alpha / beta) is -0.02232 / -0.06142 Eh. The energy above the lowest of the compared OMol25 structures with the same formula, charge and spin is 148.2 kJ/mol.



Record 4
Below is C5H7NOS in the gas phase at a distorted geometry, with properties calculated with ωB97M-V with the def2-TZVPD basis set.

```
15
Properties=species:S:1:pos:R:3:mulliken_charge:R:1
C -1.276 0.178 2.294 -0.80
C -0.883 0.382 0.945 0.46
C -1.202 -0.315 -0.343 -0.51
C 1.283 0.273 -1.853 0.01
C 1.681 0.155 -0.283 -0.60
H -2.021 -0.770 2.649 0.17
H -0.770 0.633 3.005 0.40
H -0.766 -1.437 -0.156 0.21
H -2.277 -0.795 -0.190 0.36
H 2.114 0.498 -2.644 0.32
H 2.764 0.345 -0.090 0.37
H 1.645 -1.056 -0.130 0.25
N 0.044 0.369 -2.374 -0.31
O -1.049 0.263 -1.582 -0.19
S 0.715 1.276 0.751 -0.15
```

The frontier orbital gap comes out at 9.025 eV. Its LUMO energy is 0.01579 Eh. Its SMILES is C=C1CON=CCS1. The energy above the lowest of the compared OMol25 structures with the same formula, charge and spin is 611.0 kJ/mol.



Record 5
Below is C28H23NNaOP as an isolated structure at a distorted geometry, with properties calculated with ωB97M-V with the def2-TZVPD basis set.

```
55
Properties=species:S:1:pos:R:3:mulliken_charge:R:1
C 2.353 -4.082 0.675 -0.49
C 2.764 -2.930 -0.034 -0.81
C 2.295 -1.664 0.357 -0.02
C 1.397 -1.540 1.429 0.18
P 0.587 0.025 1.879 0.91
C 1.832 1.223 1.328 0.20
C 1.403 2.444 0.767 -0.28
C 2.353 3.323 0.221 -0.48
C 3.722 3.049 0.344 -0.58
C 4.140 1.882 1.004 -0.59
C 3.200 0.974 1.499 -0.41
N -0.574 0.263 0.760 0.20
C -1.639 -0.553 0.564 -0.57
C -3.000 0.102 0.912 0.11
C -4.136 -0.704 0.858 -0.32
C -5.400 -0.113 0.936 -0.67
C -5.507 1.277 1.083 -0.47
C -4.362 2.070 1.188 -0.75
C -3.090 1.473 1.150 -0.28
O 0.301 0.076 3.339 -0.93
C 0.958 -2.683 2.159 -0.68
C 1.458 -3.946 1.770 -0.54
H 2.737 -5.072 0.366 0.35
H 3.448 -3.018 -0.899 0.39
H 2.599 -0.788 -0.195 0.48
H 0.330 2.697 0.730 0.26
H 2.008 4.237 -0.285 0.40
H 4.455 3.753 -0.082 0.35
H 5.203 1.680 1.138 0.40
H 3.531 0.055 1.996 0.52
H -1.630 -1.638 0.948 0.26
H -4.029 -1.787 0.735 0.39
H -6.292 -0.734 0.904 0.39
H -6.496 1.752 1.115 0.34
H -4.424 3.146 1.334 0.39
H -2.166 2.053 1.281 0.43
H 0.246 -2.583 2.983 0.46
H 1.131 -4.839 2.336 0.36
C 0.130 -2.069 -2.125 -1.04
Na -0.513 2.088 -4.872 0.93
C -1.005 -2.244 -1.359 -1.02
C -1.683 -0.918 -1.116 0.32
C -0.816 0.034 -1.885 0.19
C 0.256 -0.652 -2.502 0.36
C 1.320 0.048 -3.088 -0.56
C 1.360 1.441 -2.910 -0.86
C 0.279 2.114 -2.285 -1.06
C -0.838 1.424 -1.823 0.37
H 0.855 -2.814 -2.385 0.53
H -1.411 -3.162 -0.918 0.46
H -2.777 -0.819 -1.243 0.90
H 2.120 -0.496 -3.589 0.51
H 2.262 2.020 -3.188 0.34
H 0.380 3.181 -2.061 0.39
H -1.626 1.943 -1.244 0.36
```

The frontier orbital gap comes out at 4.276 eV. Its LUMO energy is -0.08157 Eh.



Record 6
Below is C17H13F10KN3O as an isolated structure, with properties calculated with ωB97M-V with the def2-TZVPD basis set.

```
45
Properties=species:S:1:pos:R:3:mulliken_charge:R:1
K -1.221 0.132 0.945 0.88
C 0.057 -0.744 -2.463 -1.14
N -1.093 -0.585 -1.588 0.67
C -1.738 -1.870 -1.310 -0.89
C -0.857 -2.910 -0.616 -0.95
N -0.442 -2.453 0.692 -0.71
C 0.827 -2.464 1.076 0.27
C 2.009 -2.956 0.442 0.68
F 1.939 -3.584 -0.766 -0.40
C 3.274 -2.866 0.987 -0.06
F 4.317 -3.371 0.302 -0.33
C 3.501 -2.278 2.216 0.79
F 4.743 -2.198 2.742 -0.34
C 2.397 -1.783 2.889 -0.02
F 2.563 -1.209 4.093 -0.32
C 1.138 -1.877 2.346 0.19
F 0.116 -1.363 3.087 -0.40
C -2.065 0.354 -2.146 -0.88
C -1.618 1.816 -2.139 -0.91
N -1.565 2.315 -0.780 -0.70
C -0.472 2.830 -0.245 0.26
C 0.803 3.162 -0.808 0.47
F 1.027 2.995 -2.141 -0.40
C 1.852 3.699 -0.092 -0.02
F 3.002 3.979 -0.728 -0.33
C 1.756 3.962 1.263 0.79
F 2.797 4.468 1.959 -0.34
C 0.553 3.662 1.877 -0.11
F 0.403 3.896 3.193 -0.32
C -0.488 3.122 1.159 0.36
F -1.643 2.877 1.846 -0.42
H 0.806 -1.381 -1.996 0.17
H 0.517 0.223 -2.657 0.31
H -0.231 -1.194 -3.430 0.31
H -2.133 -2.313 -2.244 0.39
H -2.602 -1.670 -0.665 0.32
H -0.054 -3.207 -1.289 0.36
H -1.499 -3.799 -0.511 0.35
H -2.967 0.304 -1.527 0.34
H -2.348 0.052 -3.173 0.39
H -2.394 2.364 -2.694 0.34
H -0.702 1.931 -2.717 0.32
O -3.918 -0.118 1.539 -0.56
H -4.082 -0.696 2.291 0.27
H -4.264 0.746 1.784 0.30
```

The total charge is -1. The frontier orbital gap comes out at 5.763 eV. Its LUMO energy is 0.07050 Eh.



Record 7
Below is C5H10O in the gas phase, with properties calculated with ωB97M-V with the def2-TZVPD basis set.

```
16
Properties=species:S:1:pos:R:3:mulliken_charge:R:1
C -0.417 -1.882 -0.043 -1.42
C 0.285 -0.531 0.036 0.78
C 0.243 0.044 1.457 -1.49
C -0.295 0.442 -0.991 0.58
O -1.080 0.073 -1.839 -0.57
C 0.168 1.886 -0.931 -1.26
H -0.400 -2.279 -1.061 0.34
H -1.467 -1.779 0.251 0.31
H 0.060 -2.603 0.628 0.41
H 1.346 -0.656 -0.234 0.21
H -0.787 0.265 1.763 0.34
H 0.828 0.965 1.545 0.37
H 0.652 -0.684 2.165 0.40
H -0.084 2.344 0.032 0.33
H 1.258 1.945 -1.044 0.33
H -0.311 2.450 -1.734 0.34
```

The frontier orbital gap comes out at 10.475 eV. Its LUMO energy is 0.03442 Eh. Its SMILES is CC(=O)C(C)C. The energy above the lowest of the compared OMol25 structures with the same formula, charge and spin is 1.9 kJ/mol.



Record 8
Below is a 2-piece molecular cluster, C5H11NO overall at a distorted geometry, with properties calculated with ωB97M-V with the def2-TZVPD basis set.

```
18
Properties=species:S:1:pos:R:3:mulliken_charge:R:1
C -1.751 0.256 0.747 -0.95
N -0.774 -0.384 -0.129 0.14
C -0.851 -0.124 -1.570 -0.88
C 1.213 1.091 0.609 -1.04
C 0.527 -0.221 0.411 -0.22
C 1.239 -1.462 0.695 -0.05
O 2.345 -1.600 1.180 -0.56
H -2.742 0.019 0.357 0.34
H -1.645 -0.159 1.749 0.33
H -1.660 1.350 0.802 0.36
H -0.379 0.841 -1.794 0.31
H -1.888 -0.065 -1.902 0.34
H -0.309 -0.898 -2.104 0.29
H 0.812 1.748 1.385 0.35
H 1.116 1.641 -0.331 0.31
H 2.276 0.913 0.761 0.35
H 1.658 -0.661 -0.953 0.22
H 0.814 -2.285 0.086 0.38
```

The frontier orbital gap comes out at 8.397 eV. Its LUMO energy is -0.01957 Eh. The energy above the lowest of the compared OMol25 structures with the same formula, charge and spin is 478.4 kJ/mol.



Record 9
Below is C33H75Br2F3N22O16P2S2 as an isolated structure at a distorted geometry, with properties calculated with ωB97M-V with the def2-TZVPD basis set.

```
155
Properties=species:S:1:pos:R:3:mulliken_charge:R:1
C 6.045 -3.539 1.844 -1.07
C 5.160 -3.493 0.576 0.12
O 5.623 -2.592 -0.464 -0.49
P 5.944 -1.087 0.009 0.96
O 7.337 -0.955 0.475 -0.75
C 4.775 -0.436 1.248 -0.91
C 3.282 -0.799 0.986 -1.56
C 2.308 0.396 1.118 0.35
C 1.002 0.263 0.337 -0.70
C 0.281 1.379 -0.008 0.37
C 0.722 2.785 0.407 -1.63
C -0.376 3.449 1.336 0.16
P 0.170 3.633 3.073 0.72
O 0.821 4.949 3.185 -0.84
O 1.316 2.504 3.350 -0.16
C 1.131 1.691 4.538 -0.59
C 0.336 0.402 4.190 -0.56
O -1.043 3.602 4.154 -0.44
C -2.359 3.373 3.601 -0.14
C -2.652 1.886 3.304 -0.76
C -0.956 1.241 -0.800 0.37
S -1.884 2.718 -1.314 -0.02
C -1.478 0.047 -1.194 -0.41
C -2.765 -0.128 -1.976 -0.61
C -3.878 -0.774 -1.116 -0.56
C -5.166 -1.114 -1.866 0.26
F -5.897 -1.941 -1.027 -0.32
Br -4.892 -2.140 -3.502 -0.10
C -6.104 0.121 -2.122 0.52
F -7.349 -0.390 -2.329 -0.24
F -6.205 0.874 -1.021 -0.20
Br -5.654 1.153 -3.699 -0.12
C -0.774 -1.157 -0.845 0.52
N -1.114 -2.398 -1.110 -0.73
S 0.041 -3.351 -0.450 0.00
N 0.952 -2.197 0.187 -0.38
C 0.449 -0.993 -0.071 1.25
O 5.817 -0.203 -1.352 -0.55
C 5.951 1.219 -1.105 0.23
C 6.683 1.882 -2.296 -1.22
H 7.071 -3.207 1.690 0.22
H 5.538 -3.041 2.682 0.26
H 6.111 -4.600 2.135 0.40
H 4.098 -3.342 0.825 -0.05
H 5.194 -4.496 0.125 0.44
H 5.090 -0.860 2.212 0.51
H 4.908 0.652 1.312 0.69
H 3.181 -1.351 0.043 0.86
H 2.997 -1.528 1.763 0.36
H 2.832 1.272 0.699 0.23
H 2.172 0.615 2.183 -0.46
H 1.699 2.757 0.892 0.30
H 0.793 3.393 -0.505 0.62
H -1.274 2.834 1.240 -0.33
H -0.522 4.462 0.940 0.52
H 0.729 2.251 5.390 0.49
H 2.144 1.374 4.831 0.41
H 0.935 -0.487 4.440 0.34
H -0.640 0.332 4.684 0.21
H 0.220 0.375 3.096 -0.07
H -3.066 3.644 4.398 0.09
H -2.610 4.027 2.756 0.27
H -3.625 1.789 2.798 0.36
H -1.862 1.406 2.710 0.02
H -2.759 1.346 4.257 0.31
H -2.925 2.693 -0.438 0.14
H -3.140 0.794 -2.427 0.66
H -2.532 -0.842 -2.786 0.32
H -4.121 -0.053 -0.316 0.31
H -3.545 -1.701 -0.627 0.49
H 6.482 1.409 -0.166 0.47
H 4.931 1.641 -1.111 -0.08
H 7.711 2.143 -2.016 0.06
H 6.661 1.259 -3.196 0.34
H 6.169 2.837 -2.493 0.36
C -7.771 -5.538 0.523 0.66
O -7.705 -6.577 1.165 -0.72
N -8.783 -4.642 0.684 -0.35
N -6.835 -5.191 -0.406 -0.29
H -8.856 -3.785 0.168 0.16
H -9.490 -4.866 1.360 0.22
H -6.073 -5.828 -0.549 0.19
H -6.869 -4.345 -0.943 0.12
C 9.527 2.997 0.298 0.61
O 8.390 2.564 0.286 -0.60
N 10.040 3.746 -0.723 -0.37
N 10.386 2.768 1.336 -0.42
H 10.973 4.111 -0.732 0.16
H 9.437 3.934 -1.502 0.22
H 10.041 2.220 2.102 0.22
H 11.326 3.114 1.368 0.15
C 1.038 -5.958 2.249 0.64
O 1.886 -5.316 1.655 -0.57
N 1.159 -7.298 2.479 -0.42
N -0.106 -5.388 2.736 -0.35
H 0.474 -7.844 2.966 0.15
H 1.987 -7.748 2.135 0.22
H -0.226 -4.403 2.585 0.20
H -0.816 -5.896 3.227 0.17
C -0.348 4.069 -5.361 0.54
O 0.018 5.017 -4.685 -0.69
N -0.416 4.119 -6.725 -0.34
N -0.722 2.876 -4.822 -0.09
H -0.712 3.347 -7.294 0.17
H -0.149 4.979 -7.166 0.22
H -0.687 2.794 -3.823 0.04
H -1.027 2.086 -5.369 0.24
C -1.651 -0.480 -6.472 0.73
O -1.049 0.575 -6.619 -0.76
N -1.021 -1.636 -6.127 -0.38
N -3.000 -0.580 -6.641 -0.33
H -1.492 -2.511 -6.001 0.15
H -0.026 -1.594 -5.994 0.22
H -3.494 0.256 -6.897 0.17
H -3.513 -1.433 -6.526 0.13
C -5.903 5.137 4.160 0.64
O -5.343 4.692 3.172 -0.57
N -5.829 4.532 5.384 -0.35
N -6.650 6.278 4.126 -0.43
H -6.281 4.883 6.207 0.17
H -5.289 3.690 5.448 0.22
H -6.725 6.749 3.244 0.22
H -7.117 6.662 4.925 0.15
C 9.841 -3.461 3.228 0.62
O 8.703 -3.891 3.175 -0.59
N 10.344 -2.617 2.280 -0.33
N 10.707 -3.786 4.238 -0.44
H 11.275 -2.250 2.300 0.16
H 9.730 -2.355 1.526 0.22
H 10.367 -4.404 4.951 0.22
H 11.646 -3.442 4.298 0.14
C -9.514 -9.100 -1.551 0.55
O -10.377 -9.756 -2.108 -0.65
N -8.411 -8.626 -2.211 -0.33
N -9.564 -8.780 -0.228 -0.30
H -7.691 -8.085 -1.770 0.17
H -8.335 -8.839 -3.187 0.20
H -10.355 -9.109 0.292 0.19
H -8.857 -8.239 0.243 0.21
C 4.860 6.718 3.533 0.55
O 5.449 7.776 3.380 -0.67
N 5.509 5.566 3.894 -0.32
N 3.517 6.586 3.361 -0.25
H 5.047 4.687 4.025 0.16
H 6.501 5.622 4.029 0.19
H 3.006 7.407 3.096 0.15
H 3.015 5.723 3.483 0.22
C -7.776 2.504 -7.823 0.62
O -7.903 3.196 -8.814 -0.64
N -7.240 2.978 -6.657 -0.28
N -8.157 1.190 -7.788 -0.35
H -7.128 2.421 -5.832 0.08
H -6.949 3.938 -6.642 0.18
H -8.554 0.806 -8.625 0.21
H -8.061 0.603 -6.981 0.15
```

The frontier orbital gap comes out at 8.083 eV. Its LUMO energy is -0.03777 Eh.



Record 10
Below is C5H8 in the gas phase, with properties calculated with ωB97M-V with the def2-TZVPD basis set.

```
13
Properties=species:S:1:pos:R:3:mulliken_charge:R:1
C -0.119 -0.900 1.373 -1.10
C 0.674 0.416 1.497 -0.24
C 0.598 0.934 0.119 -0.26
C 0.177 0.821 -1.006 0.37
C -0.441 0.371 -2.249 -1.06
H -1.060 -0.665 0.866 0.27
H -0.344 -1.405 2.314 0.34
H 0.437 -1.584 0.724 0.29
H 1.703 0.238 1.830 0.27
H 0.210 1.096 2.220 0.28
H -0.567 1.159 -2.989 0.31
H 0.159 -0.432 -2.686 0.27
H -1.426 -0.049 -2.013 0.25
```

The frontier orbital gap comes out at 10.367 eV. Its LUMO energy is 0.03923 Eh. Its SMILES is CC#CCC. The energy above the lowest of the compared OMol25 structures with the same formula, charge and spin is 154.2 kJ/mol.